Record 1
16
Properties=species:S:1:pos:R:3:forces:R:3:lowdin_spin:R:1 method="wB97M-V/def2-TZVPD" homo_energy_ev="-11.9 / -11.9" charge=0 s2=0.753 lumo_ev="0.0 / -5.5" multiplicity=2 orbital_gap_ev="11.9 / 6.3"
Br -0.401 -0.334 -0.742 -0.06 -0.25 -0.23 0.89
O 1.776 0.685 -3.284 -0.07 -0.23 -0.18 0.03
H 2.433 0.582 -2.596 0.29 0.04 0.17 0.00
H 0.965 0.879 -2.814 -0.23 0.27 0.02 0.01
O -2.107 0.092 2.139 -0.12 0.09 0.12 0.04
H -1.674 0.224 1.296 -0.04 0.30 -0.15 0.02
H -1.868 -0.799 2.395 0.05 -0.36 0.21 0.00
O -2.160 2.663 -0.489 -0.24 -0.02 0.01 0.01
H -1.482 3.290 -0.239 0.15 0.24 0.12 0.00
H -1.679 1.866 -0.713 0.05 -0.10 -0.18 0.00
O -0.198 -3.436 1.221 -0.01 0.05 0.29 0.00
H -0.236 -4.162 0.598 -0.03 -0.24 -0.12 0.00
H -0.168 -2.651 0.673 0.05 0.16 -0.16 0.00
O 2.266 0.684 1.080 0.08 0.26 0.09 0.00
H 2.951 0.021 0.999 0.23 -0.17 0.08 0.00
H 1.582 0.397 0.476 -0.12 -0.04 -0.08 0.00

---

Record 2
10
Properties=species:S:1:pos:R:3:forces:R:3:lowdin_charge:R:1 method="wB97M-V/def2-TZVPD" homo_energy_ev=-9.5 charge=0 smiles="CSNC=O" lumo_ev=0.7 orbital_gap_ev=10.2
C 1.157 -1.172 -0.530 0.95 0.84 2.45 -0.37
S 1.038 0.603 -0.232 0.53 -0.80 0.84 0.87
N -0.343 0.648 0.749 0.11 -0.05 2.04 -0.34
C -1.393 1.282 0.193 -3.33 -0.63 0.08 -0.46
O -2.512 1.458 0.704 2.67 0.02 -0.85 -0.01
H 1.233 -1.792 0.377 0.51 0.58 -0.07 0.06
H 0.367 -1.570 -1.015 -2.90 -0.79 -1.85 -0.01
H 1.985 -1.279 -1.157 1.62 -0.34 -0.79 0.01
H -0.407 0.415 1.784 0.51 0.43 -1.86 0.15
H -1.125 1.407 -0.872 -0.66 0.74 0.02 0.09

---

Record 3
120
Properties=species:S:1:pos:R:3:forces:R:3:lowdin_charge:R:1 method="wB97M-V/def2-TZVPD" homo_energy_ev=-8.2 charge=0 smiles=CC1(C)CCCC(C)(C)N1O.OCCO.OCCO.OCCO.OCCO.OCCO.OCCO.OCCO.OCCO.OCCO lumo_ev=0.2 orbital_gap_ev=8.4
C 6.808 2.274 0.215 0.75 1.17 1.15 -0.05
C 5.293 2.129 0.377 -0.51 -0.03 -0.86 -0.52
C 4.581 3.401 -0.178 -0.08 -0.36 0.12 -0.01
C 4.960 0.935 -0.502 -0.23 -0.32 -0.42 -0.15
C 3.548 0.473 -0.293 -0.76 -0.01 0.23 -0.18
C 3.316 -0.023 1.134 0.68 -0.14 -0.99 -0.13
C 3.774 1.037 2.166 -1.11 0.59 -0.58 -0.49
C 2.585 2.015 2.308 -0.46 -0.12 0.58 -0.03
C 3.962 0.316 3.496 0.28 0.43 0.08 -0.03
N 4.990 1.765 1.759 0.51 -1.36 0.07 -0.09
O 5.187 2.843 2.674 0.12 0.14 -0.51 -0.02
H 7.300 1.512 0.820 0.04 -0.07 -0.09 0.09
H 7.233 2.254 -0.788 -0.61 -0.32 -0.27 0.09
H 7.147 3.258 0.576 -0.04 -0.14 0.22 0.08
H 3.611 3.257 -0.662 0.07 -0.57 0.05 0.06
H 4.346 4.102 0.624 0.62 0.26 -0.06 0.08
H 5.239 3.781 -0.959 -0.08 0.57 0.21 0.08
H 5.135 1.245 -1.536 -0.11 0.02 -0.03 0.13
H 5.661 0.114 -0.325 -0.01 0.01 0.20 0.13
H 2.858 1.319 -0.382 0.10 0.08 -0.40 0.09
H 3.208 -0.260 -1.030 0.19 -0.08 0.05 0.12
H 3.788 -0.999 1.288 0.34 0.17 0.09 0.12
H 2.243 -0.230 1.173 -0.04 0.23 0.68 0.10
H 2.811 2.903 2.898 0.21 -0.11 0.05 0.08
H 1.810 1.460 2.846 -0.12 0.17 0.01 0.07
H 2.125 2.369 1.384 0.28 -0.17 -0.21 0.06
H 3.943 1.036 4.315 -0.10 -0.16 0.11 0.08
H 4.908 -0.224 3.552 0.02 0.00 -0.22 0.09
H 3.147 -0.403 3.579 -0.05 0.04 0.32 0.08
H 6.140 2.973 2.592 -0.05 0.04 0.38 0.09
O -2.767 0.787 4.676 -0.29 0.55 0.21 -0.05
C -1.750 0.408 3.774 -0.42 -0.17 -0.21 -0.23
C -1.342 1.572 2.896 1.19 0.09 0.60 -0.22
O -2.276 1.937 1.897 0.02 -0.14 0.05 -0.09
H -3.477 0.143 4.744 0.24 -0.30 -0.08 0.07
H -0.886 0.010 4.317 0.10 0.23 0.03 0.13
H -2.087 -0.399 3.116 0.00 0.04 -0.02 0.09
H -0.408 1.238 2.430 -0.25 0.02 -0.56 0.10
H -1.000 2.457 3.441 -0.42 -0.04 0.39 0.13
H -3.122 2.201 2.295 0.01 -0.19 -0.12 0.09
O -4.398 2.464 -1.232 -0.14 -0.37 -0.31 -0.06
C -4.645 1.273 -0.491 -0.35 1.17 0.51 -0.24
C -5.759 1.485 0.535 0.60 -0.06 -0.02 -0.20
O -5.208 2.198 1.671 0.26 -0.68 0.13 -0.08
H -4.235 3.164 -0.591 0.20 0.00 -0.06 0.08
H -4.927 0.451 -1.149 0.02 0.26 -0.35 0.12
H -3.727 0.996 0.032 -0.12 -0.28 0.14 0.09
H -6.118 0.467 0.724 -0.22 0.25 0.80 0.11
H -6.565 2.142 0.211 -0.12 -0.42 -0.74 0.12
H -5.799 2.091 2.422 -0.05 0.06 -0.05 0.09
O -4.147 -2.420 4.555 0.25 0.37 0.21 -0.07
C -3.786 -2.568 3.175 -1.33 0.56 -0.17 -0.20
C -4.597 -1.498 2.398 1.97 -0.83 0.31 -0.26
O -5.925 -1.894 2.268 -0.70 0.34 -0.53 -0.04
H -4.514 -3.230 4.911 0.15 -0.15 -0.04 0.08
H -2.715 -2.448 3.013 0.05 -0.12 0.16 0.10
H -4.148 -3.544 2.850 0.39 -0.06 -0.35 0.12
H -4.126 -1.379 1.417 -0.41 -0.24 -0.24 0.12
H -4.408 -0.525 2.873 -0.57 0.01 0.25 0.10
H -6.283 -2.233 3.093 0.26 0.19 0.23 0.09
O 1.119 -5.869 -1.791 -0.58 1.11 0.62 -0.06
C 0.134 -5.093 -2.472 1.12 -0.15 -0.85 -0.23
C 0.608 -3.693 -2.867 -0.12 -0.38 -0.65 -0.21
O 0.788 -2.783 -1.784 0.27 -0.42 -0.16 -0.10
H 1.347 -5.367 -0.987 -0.08 -0.68 0.04 0.04
H 0.041 -5.687 -3.388 -0.44 0.49 -0.20 0.12
H -0.861 -4.997 -2.028 0.16 -0.31 0.62 0.10
H -0.157 -3.320 -3.562 -0.01 0.19 0.14 0.11
H 1.537 -3.755 -3.444 0.04 -0.15 0.14 0.12
H 0.578 -1.908 -2.139 -0.18 0.19 -0.06 0.05
O -2.637 -2.775 -1.960 0.28 0.18 -0.60 -0.09
C -3.658 -3.672 -2.400 -0.71 1.30 1.12 -0.22
C -4.129 -3.386 -3.834 1.44 -2.52 0.18 -0.23
O -5.350 -4.071 -4.024 -1.05 0.89 -0.26 -0.07
H -2.389 -2.917 -1.038 -0.05 -0.14 -0.02 0.09
H -3.347 -4.704 -2.228 0.09 -0.15 -0.51 0.12
H -4.530 -3.509 -1.757 -0.13 -0.08 -0.01 0.12
H -3.395 -3.897 -4.471 0.19 0.54 -0.29 0.12
H -4.196 -2.354 -4.155 -0.33 0.17 0.43 0.13
H -5.312 -5.002 -3.800 0.45 -0.05 0.07 0.09
O -1.295 3.430 -0.383 -0.10 0.33 -0.30 -0.07
C 0.022 3.924 -0.571 0.06 -1.73 0.71 -0.25
C 0.319 5.097 0.301 0.41 1.68 -0.03 -0.24
O 0.219 4.864 1.706 -0.42 -0.97 -0.31 -0.06
H -1.436 3.249 0.557 -0.03 -0.11 0.02 0.05
H 0.713 3.087 -0.366 0.19 0.23 0.14 0.10
H 0.166 4.126 -1.632 -0.20 0.48 0.06 0.12
H -0.390 5.883 0.017 -0.04 0.06 0.07 0.12
H 1.320 5.490 0.098 0.05 -0.17 -0.30 0.12
H 0.743 5.511 2.180 0.06 0.09 -0.10 0.08
O -0.220 -3.045 0.651 -0.59 0.09 0.85 -0.07
C 0.569 -3.289 1.787 0.24 -0.49 -0.46 -0.25
C 1.812 -4.044 1.404 0.41 -2.18 0.52 -0.20
O 1.524 -5.409 0.972 -0.20 0.50 -0.17 -0.09
H 0.298 -2.618 -0.047 0.02 -0.38 -0.08 0.03
H 0.827 -2.424 2.408 -0.02 0.42 -0.35 0.11
H 0.039 -3.961 2.469 -0.38 0.08 -0.15 0.12
H 2.432 -4.207 2.293 0.38 0.78 -0.16 0.12
H 2.369 -3.703 0.534 0.06 0.79 0.32 0.12
H 1.226 -5.945 1.712 -0.06 0.11 0.01 0.09
O -0.786 -0.756 -2.633 0.03 0.08 -0.86 -0.10
C -1.078 0.367 -1.815 0.52 -0.13 0.60 -0.17
C -0.532 0.119 -0.405 -1.74 0.99 0.51 -0.18
O -1.524 -0.427 0.494 0.46 -0.76 -0.57 -0.09
H -1.478 -1.433 -2.566 -0.24 -0.02 0.20 0.06
H -0.521 1.208 -2.235 -0.13 0.07 -0.08 0.11
H -2.142 0.602 -1.800 0.01 0.06 0.00 0.12
H -0.340 1.078 0.079 0.98 0.12 -0.53 0.09
H 0.336 -0.524 -0.545 0.12 0.00 0.62 0.10
H -1.809 0.311 1.047 -0.28 0.04 -0.25 0.01
O 3.194 2.007 -5.845 -0.75 0.12 0.77 -0.07
C 2.205 2.803 -5.162 0.36 -1.27 0.59 -0.23
C 0.903 2.019 -5.082 -1.27 0.93 -1.28 -0.26
O 1.139 0.673 -4.722 0.12 0.22 0.08 -0.06
H 3.002 1.123 -5.491 0.43 -0.04 -0.34 0.07
H 2.458 2.950 -4.103 0.65 0.41 -0.21 0.11
H 2.146 3.733 -5.717 -0.35 0.17 0.20 0.12
H 0.406 2.115 -6.061 0.16 -0.54 -0.08 0.12
H 0.159 2.463 -4.409 0.44 0.24 0.31 0.11
H 0.304 0.331 -4.383 0.14 -0.37 0.12 0.07

---

Record 4
27
Properties=species:S:1:pos:R:3:forces:R:3:lowdin_charge:R:1 method="wB97M-V/def2-TZVPD" homo_energy_ev=-12.9 charge=+1 smiles=OCCCN1CC[NH2+]CC1 lumo_ev=-3.6 orbital_gap_ev=9.3
O -1.007 -2.851 -2.145 0.81 2.19 0.00 -0.12
C 0.273 -2.149 -1.863 0.18 0.63 -0.35 -0.23
C 0.147 -0.492 -2.073 -0.19 -1.42 -0.29 -0.15
C -0.879 0.024 -0.937 -1.03 -1.46 -0.72 -0.22
N -0.656 1.345 -0.291 0.62 -0.32 2.17 -0.19
C 0.768 1.717 -0.015 0.61 0.11 -0.60 -0.15
C 1.565 0.588 0.857 2.87 1.13 -1.51 -0.12
N 0.745 -0.093 1.921 1.13 -0.88 0.85 -0.01
C -0.579 0.540 2.254 -2.53 -0.43 1.86 -0.12
C -1.352 1.312 1.048 -1.76 0.77 0.30 -0.17
H -1.684 -2.174 -2.446 1.36 -1.23 0.48 0.10
H 0.573 -2.402 -0.738 -0.61 0.64 -2.22 0.11
H 1.140 -2.556 -2.553 -1.94 0.69 1.27 0.13
H -0.309 -0.256 -3.147 1.17 -0.58 2.31 0.14
H 1.242 -0.101 -2.046 -2.06 -0.41 0.11 0.10
H -1.959 0.063 -1.446 2.28 -0.01 1.23 0.15
H -0.980 -0.845 -0.123 0.34 1.59 -1.50 0.12
H 1.312 1.838 -1.065 -0.94 -0.20 2.50 0.15
H 0.816 2.757 0.565 -0.27 -2.33 -1.35 0.16
H 2.058 -0.269 0.189 -1.31 1.97 1.38 0.15
H 2.479 1.137 1.392 -2.03 -1.26 -1.12 0.16
H 1.324 -0.065 2.812 -0.93 -0.27 -1.35 0.19
H 0.688 -1.120 1.658 -0.41 1.53 0.40 0.18
H -0.418 1.209 3.226 -0.27 -1.24 -2.40 0.16
H -1.290 -0.347 2.617 1.70 1.93 -0.71 0.16
H -1.606 2.406 1.442 0.79 -2.28 -1.02 0.15
H -2.413 0.785 0.907 2.44 1.15 0.29 0.15

---

Record 5
13
Properties=species:S:1:pos:R:3:forces:R:3:lowdin_charge:R:1 method="wB97M-V/def2-TZVPD" homo_energy_ev=-8.6 charge=0 smiles=CSCCO lumo_ev=0.9 orbital_gap_ev=9.5
C -1.595 1.818 0.273 0.80 -1.48 0.68 -0.38
S -0.098 0.993 -0.411 0.68 1.63 -0.28 0.81
C -0.127 -0.804 -0.328 -0.13 -1.13 -0.37 -0.49
C 1.228 -1.323 0.205 -0.06 -1.44 0.49 -0.35
O 2.275 -0.835 -0.594 0.42 0.26 -0.20 -0.12
H -2.395 1.691 -0.412 -0.85 -0.16 -0.51 0.01
H -1.756 1.237 1.189 -0.50 0.79 0.04 0.03
H -1.442 2.894 0.421 0.43 -0.52 0.16 0.04
H -0.123 -1.069 -1.373 -0.26 -0.36 -0.45 0.05
H -1.012 -1.281 0.113 0.26 0.37 0.23 0.09
H 1.312 -0.936 1.233 0.23 -0.48 -0.01 0.10
H 1.404 -2.510 0.168 -1.00 2.63 0.21 0.16
H 2.329 0.124 -0.484 -0.02 -0.11 0.00 0.05

---

Record 6
6
Properties=species:S:1:pos:R:3:forces:R:3:lowdin_charge:R:1 method="wB97M-V/def2-TZVPD" homo_energy_ev="-9.4 / -9.3" charge=0 lumo_ev="-1.7 / -1.6" orbital_gap_ev="7.7 / 7.7"
C -1.616 0.595 0.150 -2.91 1.25 -1.42 -0.25
N 0.140 -0.329 1.334 1.47 -0.77 0.97 0.17
N -0.519 0.190 0.513 2.52 -0.95 1.00 -0.05
O -2.285 0.956 -0.727 -1.06 0.48 -0.66 0.19
F 2.411 -0.716 -0.983 1.82 -0.06 -2.42 -0.04
H 1.869 -0.696 -0.287 -1.84 0.05 2.54 -0.02

---

In kcal per mole, the energy relative to the best compared isomer or geometry (same formula, charge and spin) values for the records above are, in order, 3.7; 28.6; 15.7; 114.5; 19.0; 49.3.